No. 1
C17H24N2O5 | the ωB97M-V functional and the def2-TZVPD basis

XYZ file:
```
48
Properties=species:S:1:pos:R:3:forces:R:3:mulliken_charge:R:1
C 3.41109 -2.15186 3.56411 -0.03 0.29 -0.30 -1.042
C 3.54479 -1.76152 2.10084 0.01 -0.70 0.06 -0.195
H 2.87548 -2.35092 1.46614 0.18 0.11 0.09 0.232
H 4.57388 -1.88970 1.75030 -0.17 0.04 -0.02 0.355
O 3.22437 -0.37622 1.94705 0.23 0.21 0.29 -0.319
C 2.24648 -0.02141 1.13065 -0.17 0.42 -0.45 0.524
O 1.65069 -0.78361 0.40314 0.08 -0.20 -0.11 -0.713
C 1.99678 1.46847 1.21623 0.01 -0.08 0.23 -0.507
H 2.94990 1.96741 1.03479 -0.01 -0.01 -0.06 0.405
H 1.28576 1.76244 0.44275 0.07 -0.07 -0.05 0.235
C 1.48680 1.85707 2.61135 -0.20 -0.02 -0.03 -0.608
H 2.03641 1.28505 3.35931 0.00 0.10 0.03 0.350
H 1.67200 2.91731 2.78705 0.04 0.01 0.04 0.436
C -0.01565 1.59668 2.78265 0.28 0.07 0.33 -1.048
N -0.41475 0.28495 2.32794 -0.24 0.36 -0.14 0.164
C -0.13725 -0.83926 3.01125 -0.30 -0.38 -0.35 0.636
O 0.42919 -0.83808 4.08852 0.18 0.08 0.38 -0.714
C -0.55021 -2.14026 2.33345 -0.03 0.05 -0.01 -0.392
C -1.69231 -2.06411 1.32528 -0.20 -0.17 0.13 -0.868
N -1.31177 -1.35229 0.12249 0.21 -0.15 0.05 -0.248
C -2.19450 -0.58449 -0.56661 0.05 -0.08 0.00 0.524
O -3.33933 -0.41832 -0.18104 -0.17 0.01 -0.02 -0.690
C -1.67442 0.05876 -1.80388 -0.17 0.22 -0.30 0.453
C -0.32105 0.27093 -2.06911 -0.16 -0.02 -0.05 -0.067
C 0.06645 0.89758 -3.23282 0.00 0.11 -0.24 -0.940
C -0.87990 1.32368 -4.16865 0.09 -0.06 0.17 0.865
C -2.23135 1.12019 -3.90514 0.07 0.15 -0.30 -0.400
C -2.61268 0.50107 -2.73089 0.11 -0.14 0.28 -1.040
H -3.65846 0.34720 -2.51094 -0.07 0.00 0.02 0.459
H -2.98998 1.44039 -4.60162 -0.04 0.04 -0.08 0.415
O -0.38217 1.92148 -5.28235 0.16 -0.15 0.31 -0.443
C -1.28211 2.37492 -6.26513 -0.17 0.08 -0.18 -0.858
H -1.95513 3.14256 -5.87022 0.02 -0.04 -0.01 0.341
H -1.87219 1.55160 -6.67996 0.02 0.04 0.03 0.345
H -0.66562 2.80731 -7.05160 -0.09 -0.02 0.03 0.243
H 1.10906 1.07239 -3.44773 0.13 0.02 -0.02 0.438
H 0.44154 -0.03216 -1.36804 0.08 -0.04 0.10 0.491
H -0.38380 -1.52078 -0.23518 -0.05 0.11 -0.08 0.142
H -1.99702 -3.08707 1.06596 -0.04 0.15 0.09 0.377
H -2.56354 -1.55141 1.74322 0.11 -0.13 -0.06 0.412
H -0.80797 -2.84559 3.12516 0.05 0.07 -0.02 0.428
H 0.34161 -2.52774 1.83158 0.05 -0.04 0.08 0.121
H -0.80382 0.20305 1.40193 0.03 -0.11 0.08 -0.011
H -0.59475 2.33073 2.21896 0.00 -0.04 0.05 0.441
H -0.26394 1.68330 3.84456 -0.06 0.09 -0.13 0.370
H 4.13642 -1.60798 4.16309 0.09 0.01 0.11 0.327
H 2.41449 -1.91196 3.92940 -0.03 -0.05 0.02 0.201
H 3.58723 -3.21787 3.67472 0.06 -0.13 0.02 0.372
```
Forces are in eV/Å.

Relative energy (zero: lowest compared OMol25 entry of this formula, charge and spin)   10.6 kcal/mol
2S+1   1
Lowest unoccupied orbital energy   0.72 eV
SMILES   CCOC(=O)CCCNC(=O)CCNC(=O)c1ccc(OC)cc1



No. 2
BrH4N2OP | the ωB97M-V functional and the def2-TZVPD basis

XYZ file:
```
9
Properties=species:S:1:pos:R:3:forces:R:3:mulliken_charge:R:1
N 1.70314 -0.61718 0.48922 -0.43 0.61 -0.75 -0.579
N 0.37178 0.52081 -1.73715 0.34 0.17 0.54 -0.593
O -2.24803 -0.51784 0.80839 0.36 0.22 -0.05 -0.627
P 1.27112 0.49534 -0.48896 0.15 -0.18 0.08 0.798
Br 2.12163 2.50541 -0.26396 -0.15 -0.47 0.03 -0.166
H 2.31918 -0.36584 1.24265 0.19 0.11 0.24 0.265
H -2.96416 -0.69841 0.19822 -0.19 -0.10 0.04 0.313
H -0.12649 -0.34768 -1.87644 -0.13 -0.26 -0.10 0.276
H -2.44817 -0.97463 1.62803 -0.13 -0.10 -0.02 0.313
```
Forces are in eV/Å.

Relative energy (zero: lowest compared OMol25 entry of this formula, charge and spin)   43.5 kcal/mol
2S+1   1
Lowest unoccupied orbital energy   0.04 eV
SMILES   [H]/N=P(\Br)=N/[H].O



No. 3
C33H40GeMnNO9P2SbSe | the ωB97M-V functional and the def2-TZVPD basis

XYZ file:
```
89
Properties=species:S:1:pos:R:3:forces:R:3:mulliken_spin:R:1
Mn 0.63138 -0.27832 0.63487 -0.10 0.07 0.37 4.523
C 4.29027 -0.26709 -1.16172 -0.05 0.07 -0.11 -0.005
C 3.02672 0.51865 -0.88507 -0.14 -0.01 -0.10 0.020
O 1.94835 -0.04301 -1.13906 0.18 -0.04 0.09 0.093
C 3.08817 1.87147 -0.36778 -0.01 -0.08 0.02 0.022
C 4.29912 2.58778 -0.45506 0.00 -0.01 -0.01 0.004
C 4.40312 3.90713 -0.09811 -0.03 -0.01 0.00 0.001
C 3.24828 4.55895 0.37994 0.00 0.03 0.01 0.005
C 2.06146 3.89811 0.50812 -0.02 -0.04 0.00 0.002
C 1.91352 2.51005 0.16829 -0.03 0.04 0.04 -0.020
O 0.80212 1.92920 0.38139 0.13 -0.14 -0.09 -0.028
H 4.02569 -1.32227 -1.17394 0.01 0.00 0.01 -0.001
H 5.05993 -0.07989 -0.41532 0.00 -0.02 0.01 0.001
H 4.68540 0.00335 -2.14436 -0.01 0.00 0.00 0.000
H 5.16926 2.07915 -0.85201 0.01 0.02 0.00 0.000
H 5.33886 4.44185 -0.19623 0.01 -0.02 0.00 0.000
H 3.30208 5.60809 0.65376 0.00 0.00 0.00 0.000
H 1.17481 4.40150 0.87455 0.00 0.01 0.01 0.002
C -1.05301 -4.16677 0.91142 -0.02 -0.01 0.00 0.001
C -0.74036 -3.72869 -0.52292 0.04 -0.08 -0.01 -0.001
O -1.10579 -4.75190 -1.45202 -0.01 0.04 -0.03 0.000
P -1.65754 -2.21410 -0.90558 -0.01 -0.03 -0.02 0.002
O -1.70153 -1.98430 -2.44747 -0.10 0.02 0.05 0.003
O -3.16550 -2.65154 -0.57935 0.04 -0.11 0.05 0.002
O -1.25250 -1.03722 -0.08180 -0.05 0.10 -0.15 0.053
P 1.10803 -3.43230 -0.59022 -0.05 0.03 -0.03 0.028
O 1.37309 -2.81769 -2.05582 -0.06 -0.07 0.02 -0.001
O 1.76612 -4.74402 -0.43588 0.04 -0.01 0.04 0.000
O 1.30904 -2.31906 0.41315 0.12 -0.01 -0.02 0.046
H -2.10635 -4.44384 0.99883 0.00 0.01 0.02 0.000
H -0.83202 -3.37054 1.62260 0.01 0.01 -0.01 0.002
H -0.42687 -5.02917 1.13967 0.00 0.00 0.01 0.000
H -2.06537 -4.84787 -1.42026 0.01 -0.01 0.01 0.000
H -1.04008 -1.34674 -2.85057 0.11 0.08 0.03 -0.002
H -3.74017 -1.89055 -0.40983 -0.06 0.06 -0.04 0.000
H 1.53084 -1.85991 -2.00013 0.02 0.07 -0.01 0.000
C -6.59735 -0.68261 0.52578 0.00 -0.01 -0.01 0.000
C -5.93292 -0.52524 -0.68413 -0.01 0.01 0.00 0.000
C -4.80102 0.27877 -0.75677 -0.04 0.02 -0.01 0.000
C -4.31156 0.94258 0.37079 -0.02 -0.03 -0.08 -0.002
C -4.98720 0.76856 1.57637 0.01 -0.01 0.05 0.001
C -6.12135 -0.03140 1.65424 0.00 0.01 0.01 0.000
Sb -2.38106 1.90742 0.24840 0.23 0.10 -0.09 0.169
C -2.81314 3.51338 1.61332 -0.13 0.00 0.01 -0.013
C -4.06771 4.10084 1.77554 0.00 -0.02 0.05 -0.001
C -4.25191 5.14721 2.66877 0.00 0.01 0.00 0.000
C -3.17833 5.62525 3.41124 -0.01 0.01 0.00 0.000
C -1.92461 5.05388 3.25545 0.01 -0.02 0.00 0.000
C -1.74730 4.00334 2.36236 0.05 -0.01 0.00 0.005
C -2.82666 3.06176 -1.51115 -0.07 0.00 -0.06 0.000
C -3.12196 4.42328 -1.48239 -0.05 0.02 0.04 -0.001
C -3.36593 5.12062 -2.65809 -0.01 0.01 0.00 0.000
C -3.31784 4.46558 -3.88086 -0.01 -0.01 -0.03 0.000
C -3.00817 3.11437 -3.92861 0.02 0.00 0.03 0.000
C -2.75516 2.42402 -2.74916 0.03 -0.01 -0.02 0.000
H -7.47515 -1.31408 0.58815 0.00 0.00 0.00 0.000
H -6.28925 -1.02956 -1.57440 -0.01 -0.01 0.00 0.000
H -4.30043 0.38650 -1.71348 0.02 0.01 -0.01 -0.001
H -4.62011 1.24941 2.47644 0.01 0.01 0.00 0.000
H -6.62496 -0.15609 2.60580 -0.01 0.00 0.00 0.000
H -4.91002 3.73994 1.19555 -0.01 -0.02 0.00 0.000
H -5.23347 5.59271 2.78385 0.00 0.00 0.01 0.000
H -3.32087 6.44047 4.11089 0.00 0.00 0.00 0.000
H -1.08285 5.41480 3.83425 0.00 0.01 0.00 0.000
H -0.76623 3.55294 2.24276 0.01 0.00 0.02 -0.001
H -3.16355 4.95405 -0.53849 0.01 -0.01 -0.02 0.000
H -3.58883 6.18109 -2.61580 0.00 0.00 0.00 0.000
H -3.50313 5.01129 -4.79876 0.00 0.01 0.00 0.000
H -2.92418 2.58914 -4.87149 0.00 -0.01 -0.02 0.000
H -2.45191 1.38514 -2.82092 0.00 -0.01 0.02 0.000
C 0.49190 2.07537 4.89853 -0.03 -0.02 0.01 0.006
Ge 0.00242 0.27846 4.22375 0.00 -0.02 -0.04 -0.015
C -1.92493 0.32424 3.78718 0.01 -0.01 0.05 0.005
C 0.11661 -0.90253 5.81889 0.01 0.02 -0.03 0.009
C 1.10177 -0.30954 2.76944 0.08 -0.05 -0.02 0.100
H 0.23822 2.16565 5.95781 -0.01 0.00 0.00 0.000
H -0.03442 2.86320 4.36037 0.00 0.01 -0.04 -0.001
H 1.56402 2.24214 4.78347 0.01 -0.01 0.00 0.000
H -2.54332 0.51317 4.66882 0.01 -0.01 0.01 -0.002
H -2.22980 -0.62489 3.34064 0.00 0.00 -0.01 -0.001
H -2.12244 1.11394 3.06129 0.02 0.02 0.01 -0.003
H -0.50608 -0.53321 6.63788 -0.01 0.01 0.01 0.000
H 1.15069 -0.96046 6.16494 0.01 0.00 0.01 -0.001
H -0.20887 -1.91316 5.56452 0.00 -0.01 -0.01 0.000
H 1.29453 -1.38254 2.90310 -0.03 0.02 0.02 0.007
H 2.08097 0.18218 2.87322 -0.05 0.05 0.02 -0.013
Se 0.17592 0.30513 -3.72947 -0.12 0.01 -0.09 -0.001
C -1.01185 0.38308 -5.12925 0.18 -0.02 0.05 0.000
N -1.75513 0.45573 -6.01772 -0.09 0.03 0.01 0.000
```
Forces are in eV/Å.

Net charge   -2
2S+1   6
Lowest unoccupied orbital energy (spin up / spin down)   4.06 / 4.06 eV



No. 4
C21H47N3O4P | the ωB97M-V functional and the def2-TZVPD basis

XYZ file:
```
76
Properties=species:S:1:pos:R:3:forces:R:3:mulliken_spin:R:1
N 2.67194 0.55864 -6.71309 -0.02 0.15 0.01 0.000
C 1.51204 -0.28863 -7.01728 -0.02 -0.13 -0.01 0.000
C 0.37695 -0.13195 -6.00325 0.01 -0.09 0.01 0.000
C 0.06836 -1.42225 -5.23221 -0.04 0.05 -0.05 0.000
O -1.20836 -1.29407 -4.69923 0.04 0.04 0.19 0.000
P -2.17678 -0.03696 -5.50585 -0.08 0.09 -0.14 0.000
O -0.81995 0.21942 -6.62741 -0.02 -0.02 0.08 0.000
H 3.35498 0.50764 -7.45787 0.04 -0.07 0.02 0.000
H 3.12690 0.25020 -5.86269 0.00 -0.02 0.00 0.000
H 1.12029 0.00747 -7.98983 -0.02 0.03 0.00 0.000
H 1.78350 -1.35401 -7.08410 -0.01 0.03 -0.04 0.000
H 0.67565 0.64293 -5.27780 0.01 0.03 -0.02 0.000
H 0.11333 -2.28628 -5.91885 0.07 0.04 -0.05 0.000
H 0.81872 -1.58321 -4.44137 -0.04 -0.05 0.01 0.000
H -3.23089 -0.27433 -4.54885 -0.03 -0.05 0.03 0.000
H -1.56972 0.96385 -4.62631 -0.02 -0.02 0.00 0.000
H -2.94814 0.99194 -6.17111 0.00 0.01 0.01 0.000
H -2.71699 -1.04929 -6.38652 0.06 -0.01 -0.03 0.000
C -3.63357 1.92378 1.67926 -0.02 -0.05 0.04 0.015
C -2.48453 1.96912 0.67144 0.11 -0.17 -0.02 0.000
C -2.79222 2.93995 -0.47647 0.01 0.05 0.03 0.021
C -3.87954 2.42609 -1.41159 -0.04 0.00 0.00 -0.005
C -3.51746 1.05514 -1.96899 0.05 0.03 -0.02 0.027
C -3.20969 0.01422 -0.88541 0.11 -0.04 0.10 -0.003
N -2.20912 0.61146 0.07715 0.15 0.25 -0.33 0.398
O -0.97921 0.39636 -0.22103 -0.30 0.07 0.33 0.540
C -4.48443 -0.42219 -0.15586 -0.03 -0.06 0.01 0.038
C -2.57323 -1.21870 -1.51822 -0.03 0.03 -0.01 -0.010
C -1.23855 2.42595 1.42528 -0.05 0.05 -0.04 -0.024
H -4.59933 1.71046 1.23399 0.04 0.06 0.03 0.002
H -3.43551 1.17372 2.44752 -0.02 0.00 -0.01 -0.010
H -3.70380 2.90003 2.16291 0.01 -0.01 0.02 0.001
H -1.87276 3.09811 -1.04770 0.01 -0.05 0.00 0.000
H -3.07566 3.90347 -0.03966 0.02 0.01 -0.03 0.001
H -4.84394 2.40089 -0.89235 0.01 -0.01 0.00 -0.001
H -3.99814 3.12312 -2.24356 -0.03 0.01 0.01 0.001
H -4.32025 0.66749 -2.59875 0.01 0.00 -0.02 0.001
H -2.64344 1.14749 -2.61985 0.01 -0.03 0.00 -0.007
H -4.24676 -0.91772 0.78744 0.00 0.00 -0.01 -0.016
H -5.00469 -1.13711 -0.79375 -0.01 -0.01 0.01 0.001
H -5.17863 0.39178 0.04223 0.00 -0.04 -0.04 0.001
H -1.71110 -0.97231 -2.13050 0.00 0.01 -0.01 0.013
H -3.30936 -1.68280 -2.17582 0.01 0.00 0.00 0.000
H -2.27597 -1.93562 -0.74914 -0.01 0.00 -0.01 -0.006
H -0.97360 1.70841 2.20282 0.01 -0.03 0.02 0.011
H -1.45762 3.38496 1.90202 0.02 -0.02 -0.03 0.000
H -0.38610 2.54198 0.76257 0.02 -0.03 -0.02 0.003
C 3.64460 -2.12280 5.62422 -0.03 -0.04 0.00 0.023
C 4.13658 -1.56710 4.28772 -0.07 -0.07 -0.11 -0.013
C 4.52084 -0.08506 4.40435 0.03 0.01 0.03 0.033
C 3.31589 0.83883 4.55357 -0.01 -0.01 0.01 -0.018
C 2.32331 0.63113 3.41360 -0.02 0.04 0.01 0.036
C 1.86281 -0.82586 3.26644 0.04 -0.09 0.00 -0.012
N 3.09646 -1.68741 3.20886 0.15 0.26 -0.13 0.420
O 3.57556 -1.85654 2.03296 -0.12 -0.11 0.20 0.528
C 0.93475 -1.23263 4.41614 -0.03 -0.03 0.00 0.035
C 1.09071 -0.99639 1.96503 0.01 -0.01 -0.05 -0.013
C 5.34749 -2.39328 3.86498 0.02 0.05 0.06 -0.002
H 2.84521 -1.54551 6.07549 0.05 0.00 0.02 0.000
H 3.30053 -3.15106 5.50264 -0.01 0.01 0.01 -0.012
H 4.48252 -2.12324 6.32336 0.00 -0.03 0.00 0.001
H 5.07491 0.19329 3.50290 -0.02 -0.03 -0.02 0.003
H 5.20373 0.02684 5.25196 0.01 0.03 -0.02 0.000
H 2.83152 0.68034 5.52175 0.00 -0.01 -0.01 -0.001
H 3.65621 1.87655 4.55055 -0.01 0.01 0.03 0.001
H 1.43641 1.25652 3.54934 0.02 0.02 -0.01 0.002
H 2.78794 0.93567 2.47132 0.00 -0.03 -0.01 0.000
H 0.85172 -2.31826 4.48113 -0.01 0.01 0.00 -0.016
H -0.05697 -0.83082 4.20591 0.00 -0.01 0.01 0.000
H 1.23681 -0.84701 5.38668 -0.02 0.01 -0.02 0.001
H 1.64876 -0.65526 1.09888 0.05 -0.01 0.01 0.007
H 0.17703 -0.40807 2.02277 -0.04 0.03 -0.04 0.011
H 0.81596 -2.03887 1.79930 0.02 -0.01 0.04 -0.009
H 5.06166 -3.42932 3.68221 0.00 0.00 0.01 -0.003
H 6.08090 -2.36910 4.67438 -0.01 0.00 -0.02 0.000
H 5.80250 -2.00422 2.95925 -0.01 0.00 -0.02 0.003
```
Forces are in eV/Å.

Net charge   -1
2S+1   3
Lowest unoccupied orbital energy (spin up / spin down)   2.17 / 2.16 eV



Electronic energy / hartree: -1147.96683, -3102.50816, -8566.07981, -1634.79397